Entry from OMol25: a structure of composition C49H80N8O4S3Si5SnTe (wB97M-V/def2-TZVPD).

```
151
C49H80N8O4S3Si5SnTe (wB97M-V/def2-TZVPD)
Te 0.74237 2.91086 -0.30403
Sn 0.56914 -1.43032 1.33510
S 4.51500 -2.22677 1.23132
S 1.91851 1.54687 1.77213
S 2.65558 1.93819 -1.49012
Si -1.33164 -3.33680 -1.34176
Si -1.55437 5.89083 -1.82587
Si 2.14241 5.88311 -2.23326
Si 0.23906 4.47761 -2.38775
Si 0.07616 3.76479 -4.60062
O -2.86014 -3.78599 -0.87875
O -1.49807 -2.43777 -2.72509
O -0.45004 -2.64559 -0.23560
O -0.67660 -4.77795 -1.86413
N -4.59927 3.49871 7.53120
N 0.11919 -3.83992 6.00192
N 4.23551 -4.75019 1.88655
N -0.84306 -0.38707 2.82270
N -2.25622 2.26094 -0.82105
N -0.72467 0.30319 0.28828
N 4.71134 -3.29748 3.66802
N 0.33261 -2.64756 3.43703
C 4.49724 -5.66789 4.00235
C -0.62369 -2.33106 -3.84391
C 3.66628 5.12608 -3.03899
C -0.54764 -5.80949 0.33129
C -4.74844 3.62025 6.20503
C -0.92341 -3.47878 -4.80656
C 4.66550 -4.33116 4.46267
C -1.33409 1.16188 1.06898
C -0.95056 -0.77095 4.14611
C 2.57317 6.29128 -0.44769
C -1.64590 3.12254 -5.00159
C -4.05931 2.89577 5.25794
C 0.42331 5.17344 -5.80687
C 4.06171 -7.17148 2.02234
C -2.95195 1.80205 7.05114
C -0.38842 -2.65629 5.72634
C -3.27493 5.14878 -1.91123
C 0.84142 -2.36996 -3.41098
C -1.70762 2.40835 0.45364
C 0.53362 -6.79064 -1.70187
C 0.72615 -4.46812 4.92955
C -1.27205 6.55751 -0.08010
C -1.61339 1.41580 -1.55925
C -0.93659 -0.99552 -4.50828
C -2.26179 1.51103 3.32200
C 0.82032 -3.87487 3.70782
C -0.44782 0.79882 -0.97710
C -4.74442 -2.75607 -1.94316
C 4.63641 1.77991 2.16278
C 3.53247 1.76594 1.12918
C -1.50822 0.76858 2.46765
C -2.34799 1.15482 4.70647
C 3.84069 1.90009 -0.17233
C -3.69585 2.58137 7.90715
C 4.49653 -3.45687 2.32529
C -1.64931 -0.01035 5.06889
C -0.67176 -6.01598 -1.17620
C -4.02601 -3.00777 -0.61924
C -4.89425 -3.85325 0.30524
C 1.97958 7.56691 -3.08657
C 1.31141 2.39101 -4.95790
C -1.64146 7.36105 -3.01385
C 4.27960 -5.84822 2.67675
C -3.10149 1.92966 5.64829
C 4.76880 -4.06253 5.93217
C -0.32976 -2.02476 4.47413
C -1.96147 -6.77306 -1.49155
C 5.27051 2.02330 -0.65056
C -3.67338 -1.69165 0.05167
H 1.69204 7.48128 -4.13574
H 5.11338 0.79804 2.22497
H 1.25752 8.21706 -2.59139
H 4.54792 5.72352 -2.78772
H 1.07679 -3.33032 -2.95127
H -4.09373 -2.19400 -2.61313
H -2.76256 2.39076 2.94587
H 0.42512 4.79563 -6.83364
H 0.99507 1.79919 -5.82115
H -1.89396 2.25327 -4.39283
H 3.82829 4.10220 -2.70697
H -0.37583 -0.88426 -5.43879
H -0.33323 5.95747 -5.73148
H -3.55514 2.47385 8.97962
H -1.70650 2.82940 -6.05379
H -3.05958 -1.08435 -0.60873
H -1.96262 -3.42343 -5.13806
H 1.12563 -5.45991 5.10409
H -2.13433 3.20990 1.04663
H 1.82260 6.94522 0.00200
H -1.99069 -7.72344 -0.95221
H 5.40281 2.52236 1.92682
H 3.76031 -3.88971 6.31743
H 1.05175 -1.59069 -2.67849
H 1.45259 -6.24583 -1.47698
H 3.53845 6.80566 -0.41765
H 2.95436 8.06248 -3.04162
H -0.66695 -0.17124 -3.84771
H -4.37653 -4.02012 1.25073
H -0.67773 5.87331 0.52999
H -4.28268 3.05969 4.21226
H -2.00436 -0.93035 -4.72787
H -0.27001 -3.42754 -5.68134
H -2.22610 6.71149 0.42993
H -3.10311 -1.86380 0.96566
H -3.33571 4.20210 -1.37585
H -2.82054 -6.16946 -1.20340
H 5.32889 1.90789 -1.73338
H -3.99157 5.85551 -1.48117
H 1.30478 -4.38636 2.88060
H -4.99052 -3.70761 -2.41986
H 0.33129 -5.20351 0.55818
H 5.20160 -4.90650 6.46963
H -0.47663 -6.77671 0.83242
H 2.30395 2.79931 -5.16191
H -3.56647 4.95855 -2.94688
H 4.21117 -7.97704 2.73723
H -0.74134 7.51240 -0.10523
H 0.58852 -7.78259 -1.24621
H 4.51065 -6.50610 4.68231
H 5.70077 2.99949 -0.40145
H -2.40791 3.88138 -4.81264
H -2.38399 8.08204 -2.65857
H 1.39490 5.63151 -5.61332
H -0.88652 -2.15585 6.55066
H 4.22210 2.00461 3.14369
H 4.75312 -7.30276 1.18762
H -5.66488 -2.19087 -1.78000
H 1.41564 1.71725 -4.10603
H 4.05198 -4.82711 0.89524
H -2.23112 1.11074 7.46588
H -1.94774 7.02837 -4.00877
H -0.77041 -4.43066 -4.29936
H -1.68973 -0.35695 6.09033
H -1.41387 -5.27698 0.72536
H -0.68862 7.87701 -3.11931
H 3.56491 5.11164 -4.12825
H 0.17888 0.15218 -1.57944
H 1.49411 -2.22148 -4.27434
H -1.95743 1.19639 -2.56284
H -5.48330 4.35255 5.88032
H -4.57712 -1.12823 0.29528
H 5.89931 1.25507 -0.19632
H -5.84360 -3.35393 0.50897
H 0.45909 -6.90455 -2.78469
H 2.64505 5.39699 0.17376
H -5.09597 -4.82242 -0.15621
H 5.35500 -3.16226 6.10103
H 3.04839 -7.23380 1.62983
H -2.02271 -6.97325 -2.56360
```

Summary:
Charge: -2
LUMO (alpha / beta): 3.4 / 3.4 eV
2S+1: 1
HOMO energy (alpha / beta): -0.01289 / -0.01842 Ha

Löwdin atomic charge list, values in e, 4 entries: 1.008 1.214 0.612 0.442

=====

Entry from OMol25: the ion C5H10NO with charge +1 (wB97M-V/def2-TZVPD).

```
17
C5H10NO (wB97M-V/def2-TZVPD)
O -1.56569 0.22059 1.70469
N -0.71479 0.56511 -0.79808
C 1.56974 0.17244 -0.05375
C 1.00142 -1.16446 -0.65043
C -0.23934 -0.71199 -1.47424
C -0.36488 0.15903 1.40509
C 0.23591 0.85516 0.23360
H 0.19950 -0.44959 -2.53599
H -1.62194 0.36936 -0.30674
H 1.76560 -1.72007 -1.28962
H -0.78646 1.27494 -1.52625
H 0.64780 -1.89145 0.14554
H 0.30923 1.92555 0.46691
H -0.94971 -1.52893 -1.72989
H 2.09240 0.87077 -0.79430
H 2.27352 -0.07901 0.71879
H 0.38204 -0.35310 2.03896
```

Summary:
Charge: +1
LUMO: -4.1 eV
SMILES: O=C[C@H]1CCC[NH2+]1
2S+1: 1
HOMO energy: -0.55696 Ha

Löwdin atomic charge list, values in e, 4 entries: 0.101 0.094 -0.103 -0.148

=====

Listing largest force on an atom for the structures above in their given order: 1.2 4.1 eV/Å.
Listing relative energy (zero: lowest compared OMol25 entry of this formula, charge and spin) for the structures above in their given order: 3.693 1.763 eV.
Listing calculated total energy for the structures above in their given order: -157251.5352 -8876.8173 eV.